No. 1
C31H35N3O2SiTa | wB97M-V/def2-TZVPD

Each line ends with the Mulliken charge.
Geometry (Å):
Ta1 0.000 -0.261 -0.063  0.906
C1 -4.372 -0.126 1.404  -1.795
C2 -4.152 0.533 0.065  0.923
C3 -5.257 0.770 -0.744  -0.794
C4 -5.126 1.333 -2.002  -0.994
C5 -3.862 1.606 -2.494  -1.263
C6 -2.728 1.373 -1.722  1.516
C7 -1.381 1.488 -2.380  -1.023
C8 -2.891 0.905 -0.415  -0.015
N1 -1.738 0.731 0.471  0.903
C9 -1.935 1.206 1.777  -0.542
O1 -2.734 2.016 2.152  -0.535
C10 -0.989 0.557 2.725  0.618
C11 -1.050 0.649 4.092  -1.027
C12 -0.120 -0.064 4.838  -0.596
C13 0.872 -0.801 4.201  -0.751
C14 0.891 -0.804 2.828  0.544
N2 -0.050 -0.170 2.117  0.149
C15 1.985 -1.372 1.981  -0.166
O2 2.916 -1.965 2.445  -0.586
N3 1.769 -1.042 0.642  1.249
C16 2.828 -1.325 -0.314  -0.773
C17 3.926 -0.445 -0.391  1.013
C18 4.143 0.645 0.622  -0.866
C19 4.876 -0.672 -1.371  -1.022
C20 4.783 -1.771 -2.222  -0.878
C21 3.771 -2.689 -2.044  -0.853
C22 2.791 -2.501 -1.069  1.537
C23 1.846 -3.634 -0.796  -1.608
H1 -5.195 -0.836 1.332  0.563
H2 -4.628 0.608 2.170  0.368
H3 -3.495 -0.677 1.749  0.210
H4 -6.238 0.493 -0.375  0.487
H5 -6.001 1.527 -2.609  0.425
H6 -3.742 1.980 -3.505  0.484
H7 -1.415 2.160 -3.237  0.623
H8 -1.054 0.513 -2.767  0.160
H9 -0.613 1.861 -1.713  -0.349
H10 -1.818 1.262 4.546  0.601
H11 -0.158 -0.033 5.921  0.490
H12 1.636 -1.348 4.739  0.593
H13 3.308 1.330 0.670  -0.269
H14 5.037 1.217 0.379  0.406
H15 4.281 0.221 1.621  0.289
H16 5.721 0.002 -1.448  0.419
H17 5.535 -1.932 -2.985  0.426
H18 3.742 -3.592 -2.646  0.492
H19 2.411 -4.479 -0.391  0.513
H20 1.366 -3.968 -1.709  0.339
H21 1.069 -3.391 -0.078  0.155
C24 -0.675 -2.024 -2.775  -0.781
C25 -0.772 -3.368 -2.686  -0.817
C26 -1.372 -3.723 -1.405  -1.102
C27 -1.676 -2.587 -0.731  -0.346
C28 -1.244 -1.421 -1.541  -0.388
H22 -0.317 -1.461 -3.627  0.431
H23 -0.463 -4.082 -3.441  0.484
H24 -1.549 -4.736 -1.066  0.432
H25 -2.181 -2.519 0.228  0.464
H26 -2.060 -0.726 -1.741  1.191
C29 1.632 2.492 1.944  -1.336
Si1 0.841 2.458 0.252  1.181
C30 2.007 2.806 -1.151  -1.247
C31 -0.558 3.669 0.286  -1.171
H27 2.461 3.210 1.932  0.554
H28 2.036 1.541 2.287  0.247
H29 0.895 2.845 2.671  0.411
H30 2.663 3.655 -0.904  0.419
H31 1.446 3.084 -2.049  0.331
H32 2.639 1.953 -1.389  0.294
H33 -0.172 4.638 -0.057  0.478
H34 -0.921 3.793 1.307  0.323
H35 -1.416 3.416 -0.337  0.253

Forces on atoms 1 to 2 (eV/Å):
Ta -0.18 1.42 0.36
C -0.15 -0.02 -0.09

Calculated values
* charge: +1
* highest occupied orbital energy (alpha / beta): -10.96 / -10.96 eV
* energy relative to the best compared isomer or geometry (same formula, charge and spin): 54.75 kcal/mol



No. 2
C31H36B2N13O3S5Yb | wB97M-V/def2-TZVPD

Each line ends with the Löwdin spin population.
Geometry (Å):
Yb1 0.212 0.195 0.009  1.002
C1 4.260 1.882 1.307  0.000
C2 3.181 1.048 1.571  0.000
N1 2.532 0.713 0.448  -0.001
N2 3.187 1.363 -0.548  0.000
C3 4.223 2.058 -0.058  0.000
B1 2.812 1.175 -2.001  0.000
N3 1.518 1.952 -2.387  0.000
C4 1.404 2.848 -3.372  0.000
C5 0.073 2.966 -3.718  0.000
C6 -0.574 2.073 -2.870  0.000
N4 0.289 1.471 -2.053  -0.001
N5 2.526 -0.319 -2.306  0.000
C7 3.018 -1.010 -3.340  0.000
C8 2.283 -2.165 -3.499  0.000
C9 1.325 -2.087 -2.493  0.000
N6 1.479 -0.987 -1.756  -0.001
H1 4.979 2.256 2.012  0.000
H2 2.846 0.694 2.527  0.000
H3 4.870 2.598 -0.726  0.000
H4 3.699 1.567 -2.704  0.000
H5 2.285 3.315 -3.774  0.000
H6 -0.358 3.590 -4.478  0.000
H7 -1.619 1.831 -2.818  0.000
H8 3.850 -0.614 -3.893  0.000
H9 2.411 -2.937 -4.232  0.000
H10 0.508 -2.757 -2.299  0.000
C10 -2.293 3.340 -0.680  0.000
C11 -2.863 1.969 -0.589  0.000
N7 -2.223 0.820 -0.478  0.000
C12 -3.116 -0.228 -0.437  0.000
C13 -4.426 0.121 -0.527  0.000
S1 -4.557 1.808 -0.653  0.000
C14 -2.649 -1.611 -0.307  0.000
C15 -3.478 -2.687 -0.251  0.000
S2 -2.573 -4.108 -0.140  0.000
C16 -1.127 -3.222 -0.141  0.000
N8 -1.294 -1.906 -0.240  0.000
C17 0.132 -4.024 0.008  0.000
H11 -1.219 3.329 -0.546  0.000
H12 -2.722 3.949 0.114  0.000
H13 -2.536 3.785 -1.645  0.000
H14 -5.284 -0.525 -0.516  0.000
H15 -4.551 -2.695 -0.279  0.000
H16 0.017 -4.985 -0.492  0.000
H17 0.336 -4.225 1.061  0.000
H18 0.994 -3.539 -0.437  0.000
C18 -6.201 1.869 3.281  0.000
N9 -5.060 0.978 3.280  0.000
C19 -5.118 -0.369 3.566  0.000
C20 -3.856 -0.837 3.476  0.000
N10 -3.030 0.210 3.125  0.000
B2 -1.515 0.055 2.900  0.000
N11 -0.640 1.122 3.583  0.000
C21 -0.497 1.206 4.952  0.000
C22 0.330 2.238 5.225  0.000
N12 0.686 2.788 4.012  0.000
C23 1.608 3.894 3.830  0.000
C24 0.083 2.109 3.023  0.000
S3 0.248 2.564 1.366  -0.001
C25 -3.781 1.339 3.008  0.000
S4 -3.244 2.898 2.626  0.000
H19 -6.734 1.776 4.228  0.000
H20 -6.874 1.629 2.457  0.000
H21 -5.830 2.886 3.167  0.000
H22 -6.038 -0.853 3.831  0.000
H23 -3.464 -1.822 3.647  0.000
H24 -1.225 -1.052 3.302  0.000
H25 -1.259 0.114 1.724  0.000
H26 -0.988 0.516 5.611  0.000
H27 0.707 2.626 6.151  0.000
H28 1.786 4.338 4.806  0.000
H29 1.163 4.636 3.168  0.000
H30 2.544 3.541 3.401  0.000
N13 0.985 -1.556 1.643  0.000
C26 2.093 -1.535 2.566  0.000
C27 3.369 -1.806 2.098  0.000
C28 4.458 -1.542 2.910  0.000
C29 4.282 -1.021 4.188  0.000
C30 2.995 -0.835 4.666  0.000
C31 1.893 -1.094 3.862  0.000
S5 5.705 -0.563 5.173  0.000
O1 6.266 -1.835 5.587  0.000
O2 5.130 0.235 6.245  0.000
O3 6.522 0.181 4.226  0.000
H31 1.159 -2.290 0.969  0.000
H32 0.128 -1.797 2.137  0.000
H33 3.516 -2.124 1.072  0.000
H34 5.464 -1.681 2.539  0.000
H35 2.874 -0.436 5.663  0.000
H36 0.896 -0.886 4.221  0.000

Forces on atoms 1 to 2 (eV/Å):
Yb 0.15 0.01 0.21
C -0.04 0.02 0.05

Calculated values
* multiplicity: 2
* highest occupied orbital energy: -7.27 eV
* energy relative to the best compared isomer or geometry (same formula, charge and spin): 19.23 kcal/mol



No. 3
C31H36BBrN7Rb | wB97M-V/def2-TZVPD

Each line ends with the Mulliken charge.
Geometry (Å):
Rb1 0.746 -0.467 0.385  0.672
C1 -0.270 2.004 3.283  -1.300
C2 -1.297 2.279 2.230  0.511
C3 -2.387 3.171 2.255  -1.377
C4 -2.994 3.016 1.024  0.804
C5 -4.199 3.718 0.486  -1.224
N1 -2.296 2.084 0.338  0.348
N2 -1.259 1.635 1.078  0.521
B1 -2.504 1.638 -1.132  -0.792
N3 -1.283 2.025 -1.997  0.536
N4 -0.047 1.510 -1.780  0.215
C6 0.781 2.138 -2.598  0.432
C7 2.244 1.829 -2.607  -1.029
C8 0.077 3.083 -3.373  -1.488
C9 -1.232 2.979 -2.954  0.956
C10 -2.422 3.756 -3.421  -1.250
N5 -2.847 0.131 -1.240  0.548
N6 -2.016 -0.851 -0.814  -0.092
C11 -2.616 -2.001 -1.072  0.694
C12 -1.957 -3.303 -0.746  -0.941
C13 -3.867 -1.774 -1.679  -1.604
C14 -3.972 -0.401 -1.766  0.984
C15 -5.101 0.404 -2.328  -1.233
H1 -0.130 2.878 3.921  0.321
H2 0.690 1.764 2.822  0.173
H3 -0.564 1.165 3.919  0.247
H4 -2.685 3.842 3.046  0.418
H5 -4.590 4.390 1.251  0.337
H6 -4.987 3.015 0.210  0.180
H7 -3.966 4.307 -0.403  0.150
H8 -3.450 2.246 -1.555  -0.255
H9 2.505 1.185 -1.768  0.011
H10 2.836 2.737 -2.485  0.285
H11 2.543 1.345 -3.541  0.353
H12 0.467 3.756 -4.120  0.400
H13 -2.114 4.427 -4.225  0.334
H14 -2.856 4.357 -2.621  0.157
H15 -3.210 3.103 -3.800  0.166
H16 -1.128 -3.164 -0.049  0.055
H17 -1.555 -3.778 -1.645  0.212
H18 -2.671 -3.998 -0.295  0.318
H19 -4.593 -2.503 -2.004  0.397
H20 -5.880 -0.276 -2.673  0.313
H21 -4.783 1.021 -3.170  0.190
H22 -5.533 1.074 -1.582  0.175
Br1 2.035 -3.538 -1.264  -0.187
C16 2.234 -4.849 0.114  0.291
C17 2.958 -5.959 -0.220  -0.661
C18 3.141 -6.979 0.738  -0.359
C19 2.591 -6.847 1.979  -0.894
C20 1.840 -5.697 2.328  1.137
C21 1.274 -5.574 3.619  -0.821
C22 0.555 -4.455 3.932  -0.626
C23 0.378 -3.426 2.979  -0.260
C24 0.889 -3.442 1.689  -0.579
C25 1.634 -4.635 1.391  0.069
H23 3.387 -6.049 -1.209  0.375
H24 3.718 -7.859 0.476  0.340
H25 2.723 -7.626 2.725  0.271
H26 1.424 -6.374 4.339  0.264
H27 0.118 -4.354 4.923  0.330
H28 -0.207 -2.564 3.305  0.295
C26 4.529 -0.500 0.618  -1.029
C27 4.246 0.968 0.490  0.377
C28 5.107 1.965 0.049  -0.689
C29 4.354 3.169 0.094  -1.044
C30 3.095 2.811 0.558  0.413
C31 1.906 3.703 0.769  -0.689
N7 3.019 1.472 0.799  0.079
H29 5.588 -0.700 0.433  0.321
H30 3.958 -1.106 -0.095  0.106
H31 4.285 -0.876 1.617  0.226
H32 6.136 1.835 -0.263  0.375
H33 4.679 4.165 -0.181  0.350
H34 2.072 4.677 0.300  0.298
H35 1.698 3.880 1.832  0.194
H36 1.005 3.265 0.331  -0.101

Forces on atoms 1 to 2 (eV/Å):
Rb 0.05 -0.01 -0.01
C -0.02 0.01 -0.02

Calculated values
* charge: -2
* highest occupied orbital energy: -1.03 eV



No. 4
C31H36BiBrN3OS4Si | wB97M-V/def2-TZVPD

Each line ends with the Mulliken charge.
Geometry (Å):
Bi1 -0.776 1.004 -1.383  0.756
C1 -3.193 -0.551 -4.033  -0.550
C2 -2.354 -1.698 -3.581  -1.192
S1 -0.651 -1.396 -3.054  0.184
C3 0.335 -0.795 -4.511  -0.697
C4 0.168 0.576 -5.041  -0.399
S2 0.562 1.898 -3.843  0.084
C5 -0.414 3.244 -4.568  -0.701
C6 -0.987 4.260 -3.592  -0.959
S3 -2.224 3.695 -2.389  0.104
C7 -3.794 3.313 -3.251  -0.953
C8 -3.775 1.958 -3.892  -0.335
S4 -3.532 0.603 -2.657  0.047
H1 -4.190 -0.948 -4.311  0.460
H2 -2.771 -0.024 -4.916  0.336
H3 -2.198 -2.480 -4.337  0.506
H4 -2.818 -2.179 -2.753  0.471
H5 0.213 -1.581 -5.260  0.563
H6 1.386 -0.924 -4.136  0.116
H7 -0.884 0.875 -5.338  0.002
H8 0.698 0.907 -6.012  0.453
H9 -1.170 2.864 -5.285  0.357
H10 0.319 3.731 -5.292  0.479
H11 -1.348 5.112 -4.167  0.500
H12 -0.227 4.657 -2.918  0.378
H13 -3.987 4.100 -4.005  0.410
H14 -4.423 3.351 -2.354  0.421
H15 -3.045 1.822 -4.740  0.065
H16 -4.769 1.788 -4.291  0.489
Br1 3.653 -4.303 5.351  -0.152
C9 2.347 -2.989 5.833  -0.060
C10 1.049 -3.333 6.257  -0.356
C11 0.123 -2.310 6.475  -0.253
C12 0.491 -0.987 6.205  0.328
C13 1.823 -0.618 5.963  -0.557
C14 2.738 -1.613 5.860  -0.380
N1 -0.640 -0.261 5.812  -0.267
N2 -0.400 0.965 5.434  -0.648
C15 -0.905 1.369 4.236  0.328
C16 -0.773 2.792 3.999  -0.510
C17 -0.826 3.289 2.713  -0.879
C18 -0.951 2.380 1.569  0.791
O1 -0.861 2.926 0.387  -0.676
C19 -1.325 1.013 1.818  -0.324
N3 -1.696 0.173 0.805  -0.338
C20 -2.198 -1.040 1.021  -0.063
C21 -2.351 -1.542 2.307  -1.115
C22 -1.734 -0.830 3.344  -0.548
C23 -1.293 0.511 3.140  0.783
H17 0.809 -4.382 6.483  0.421
H18 -0.936 -2.573 6.711  0.373
H19 2.114 0.402 5.907  0.508
H20 3.748 -1.332 5.575  0.387
H21 -0.442 3.390 4.847  0.408
H22 -0.676 4.310 2.404  0.440
H23 -2.399 -1.612 0.121  0.368
H24 -2.855 -2.516 2.536  0.352
H25 -1.676 -1.228 4.379  0.716
C24 2.203 0.999 1.057  -1.073
Si1 1.934 0.141 -0.642  0.617
C25 3.274 0.740 -1.836  -1.245
C26 2.294 -1.695 -0.326  0.739
C27 1.976 -2.258 0.945  -0.157
C28 2.546 -3.433 1.424  -0.421
C29 3.354 -4.170 0.536  -0.601
C30 3.479 -3.761 -0.790  -0.491
C31 2.956 -2.542 -1.279  -0.239
H26 3.030 0.438 1.522  0.427
H27 1.377 1.051 1.833  0.158
H28 2.549 2.053 0.975  0.382
H29 4.205 0.793 -1.253  0.415
H30 3.129 1.764 -2.208  0.420
H31 3.523 0.109 -2.695  0.339
H32 1.252 -1.801 1.689  0.138
H33 2.434 -3.697 2.491  0.300
H34 3.655 -5.140 0.872  0.391
H35 3.975 -4.404 -1.524  0.361
H36 2.743 -2.423 -2.373  0.067

Forces on atoms 1 to 2 (eV/Å):
Bi 1.21 0.63 2.03
C -0.91 -0.27 -0.33

Calculated values
* charge: +1
* highest occupied orbital energy (alpha / beta): -8.57 / -8.90 eV
* energy relative to the best compared isomer or geometry (same formula, charge and spin): 13.89 kcal/mol



No. 5
C31H36Br3F4N4OPbSi | wB97M-V/def2-TZVPD

Each line ends with the Mulliken charge.
Geometry (Å):
Pb1 0.574 0.603 -0.137  0.664
C1 2.609 2.812 -2.884  -1.583
C2 1.190 3.324 -2.572  -0.462
N1 0.761 3.376 -1.182  0.947
C3 -0.587 3.954 -1.173  -0.462
C4 -1.245 4.274 0.164  -1.451
C5 1.732 3.829 -0.144  -0.799
C6 1.537 3.592 1.386  -0.660
N2 1.515 2.126 1.674  0.052
C7 1.751 1.672 2.897  0.604
C8 1.215 0.381 3.296  -0.212
F1 0.344 -0.296 2.459  -0.058
C9 1.828 -0.387 4.272  -0.089
F2 1.359 -1.650 4.378  -0.268
C10 2.879 0.050 5.076  -1.270
C11 3.202 1.390 4.898  0.649
F3 4.146 2.008 5.665  -0.346
C12 2.656 2.164 3.915  0.062
F4 3.043 3.450 3.776  -0.348
H1 2.702 1.802 -2.630  0.203
H2 3.361 3.391 -2.348  0.497
H3 2.764 2.922 -3.937  0.482
H4 0.451 2.744 -3.080  0.333
H5 1.176 4.305 -3.006  0.347
H6 -1.237 3.321 -1.822  0.285
H7 -0.640 4.891 -1.796  0.370
H8 -1.094 3.478 0.863  0.251
H9 -2.281 4.498 0.039  0.457
H10 -0.847 5.140 0.733  0.327
H11 1.889 4.946 -0.185  0.145
H12 2.718 3.344 -0.405  0.202
H13 0.707 4.167 1.812  0.245
H14 2.418 4.099 1.840  0.427
H15 3.282 -0.572 5.839  0.509
C13 1.027 -0.256 -4.099  -0.974
C14 -0.463 -0.321 -3.743  0.534
C15 -1.387 -0.671 -4.723  -1.095
C16 -2.756 -0.457 -4.509  -0.957
C17 -3.149 -0.111 -3.228  0.262
C18 -4.516 -0.173 -2.756  -0.135
Br1 -5.857 -0.888 -3.935  -0.277
C19 -4.916 0.225 -1.515  -0.346
C20 -3.920 0.636 -0.540  -0.028
Br2 -4.471 1.246 1.135  -0.179
C21 -2.545 0.567 -0.889  0.336
O1 -1.671 0.832 0.039  -0.475
C22 -2.145 0.141 -2.269  -0.062
N3 -0.804 0.035 -2.521  0.983
H16 1.617 -0.520 -3.244  -0.004
H17 1.298 0.795 -4.401  0.065
H18 1.206 -0.966 -4.924  0.476
H19 -1.098 -1.180 -5.623  0.429
H20 -3.380 -0.425 -5.385  0.439
H21 -5.955 0.262 -1.265  0.470
C23 2.166 -3.343 -1.751  -1.061
Si1 1.841 -2.851 -0.002  0.428
C24 1.652 -4.409 0.946  -0.872
C25 3.372 -1.931 0.547  -0.771
C26 0.193 -1.746 0.009  -1.029
H22 2.683 -4.348 -1.672  0.332
H23 2.765 -2.594 -2.183  0.236
H24 1.186 -3.436 -2.252  0.219
H25 2.376 -4.300 1.827  0.234
H26 1.790 -5.270 0.318  0.382
H27 0.678 -4.475 1.434  0.107
H28 3.428 -1.797 1.618  0.255
H29 3.361 -0.935 -0.066  0.012
H30 4.363 -2.327 0.242  0.399
H31 -0.378 -1.860 -0.903  0.268
H32 -0.396 -1.968 0.901  0.400
Br3 -3.224 -4.175 5.959  -0.219
C27 -3.001 -3.913 4.101  -0.159
C28 -4.072 -3.508 3.305  -0.153
C29 -3.822 -3.327 1.956  -0.531
C30 -2.605 -3.555 1.365  -0.266
N4 -1.583 -3.870 2.186  -0.239
C31 -1.777 -4.041 3.501  -0.106
H33 -5.040 -3.191 3.652  0.435
H34 -4.671 -3.049 1.336  0.365
H35 -2.423 -3.505 0.274  0.368
H36 -0.853 -4.195 4.063  0.453

Forces on atoms 1 to 2 (eV/Å):
Pb 0.65 -0.70 -0.80
C -0.93 1.16 0.69

Calculated values
* charge: -1
* highest occupied orbital energy: -3.54 eV